# 1
Molecular formula: C17H20N2O4S2
Method: DFT, the ωB97M-V functional and the def2-TZVPD basis

**Gap between HOMO and LUMO**: 9.068 eV
**Structure (SMILES)**: CS(=O)(=O)N[C@H](Cc1cccs1)C(=O)N[C@H](C=O)Cc1ccccc1
**Total charge**: 0
**Relative energy (zero: lowest compared OMol25 entry of this formula, charge and spin)**: 77.60 kcal/mol
**Max |F|**: 5.545 eV/Å
**Total energy**: -50791.82749 eV

Each line ends with the Löwdin charge.
Positions of all 45 atoms, in Å:
C: 2.55 -2.27 1.31  -0.125
S: 2.46 -0.63 0.65  0.595
O: 2.62 -0.58 -0.76  -0.300
O: 3.19 0.35 1.46  -0.310
N: 0.87 -0.36 0.98  -0.097
C: 0.31 1.00 1.06  -0.214
C: -1.07 1.21 1.87  -0.105
C: -0.78 0.65 3.25  -0.486
C: -1.12 -0.60 3.62  -0.124
C: -0.27 -0.97 4.76  -0.207
C: 0.50 0.01 5.24  -0.472
S: 0.45 1.45 4.34  1.030
C: 0.05 1.70 -0.32  -0.363
O: -0.97 2.40 -0.52  0.029
N: 0.89 1.49 -1.38  0.124
C: 0.52 1.83 -2.76  -0.238
C: 0.54 3.34 -2.97  -0.210
O: 0.83 3.83 -4.02  0.073
C: -0.75 1.24 -3.42  -0.095
C: -1.19 -0.06 -2.81  -0.184
C: -2.29 -0.18 -1.93  -0.056
C: -2.64 -1.44 -1.38  -0.081
C: -1.79 -2.56 -1.66  -0.098
C: -0.69 -2.46 -2.51  -0.137
C: -0.40 -1.31 -3.14  -0.024
H: 3.54 -2.74 1.03  0.098
H: 1.68 -2.73 0.84  0.068
H: 2.51 -2.21 2.43  0.094
H: 0.71 -0.81 1.87  0.069
H: 1.07 1.58 1.58  0.111
H: -1.43 2.18 1.99  0.091
H: -1.84 0.66 1.31  0.123
H: -1.93 -1.25 3.18  0.136
H: -0.38 -1.90 5.37  0.108
H: 1.11 -0.13 6.10  0.059
H: 1.53 0.70 -1.31  0.073
H: 1.30 1.48 -3.34  0.124
H: 0.37 4.00 -2.10  0.132
H: -0.53 0.97 -4.49  0.141
H: -1.59 1.89 -3.36  0.102
H: -2.94 0.77 -1.77  0.142
H: -3.52 -1.61 -0.75  0.096
H: -2.03 -3.55 -1.17  0.113
H: 0.10 -3.18 -2.62  0.102
H: 0.46 -1.21 -3.74  0.092

---

# 2
Molecular formula: C17H20N3S4SbTi
Method: DFT, the ωB97M-V functional and the def2-TZVPD basis

**Gap between HOMO and LUMO (alpha / beta)**: 4.907 / 6.003 eV
**Spin multiplicity**: 4
**Total charge**: -1
**Relative energy (zero: lowest compared OMol25 entry of this formula, charge and spin)**: 1.35 kcal/mol
**Max |F|**: 0.409 eV/Å
**Total energy**: -95421.80787 eV

Each line ends with the Löwdin spin population.
Positions of all 46 atoms, in Å:
Ti: 0.04 0.07 -0.04  1.112
C: 2.67 0.27 -4.86  0.000
C: 4.11 0.12 -4.38  -0.001
C: 4.88 1.38 -4.77  0.000
C: 4.73 -1.10 -5.08  0.000
C: 4.20 -0.07 -2.86  0.001
C: 5.45 -0.24 -2.25  0.017
C: 5.58 -0.38 -0.88  0.003
C: 4.44 -0.35 -0.09  0.010
S: 4.29 -0.46 1.65  0.114
C: 2.56 -0.27 1.50  0.270
N: 2.12 -0.17 0.20  0.120
C: 3.17 -0.20 -0.67  0.003
C: 3.07 -0.06 -2.06  0.020
C: 1.60 -0.20 2.54  0.047
C: 1.91 -0.28 3.91  0.071
C: 0.89 -0.19 4.84  0.000
C: -0.43 -0.01 4.42  0.095
C: -0.72 0.07 3.06  0.000
C: 0.26 -0.03 2.07  0.097
H: 2.66 0.41 -5.94  0.000
H: 2.18 1.13 -4.41  0.000
H: 2.07 -0.62 -4.63  0.000
H: 4.83 1.53 -5.85  0.000
H: 5.93 1.32 -4.49  0.000
H: 4.45 2.26 -4.28  0.000
H: 4.68 -0.98 -6.16  0.000
H: 4.19 -2.01 -4.81  0.000
H: 5.78 -1.23 -4.80  0.000
H: 6.35 -0.26 -2.86  0.001
H: 6.56 -0.50 -0.43  -0.001
H: 2.08 0.09 -2.48  0.006
H: 2.93 -0.41 4.24  0.007
H: 1.12 -0.24 5.90  -0.003
H: -1.22 0.08 5.16  0.007
H: -1.76 0.22 2.76  -0.001
S: -3.34 3.33 0.38  0.386
Sb: -2.08 2.22 -1.13  0.335
S: -2.25 -0.16 -0.98  0.114
S: 0.27 2.36 -0.86  0.132
N: 0.86 -3.00 0.39  0.004
N: -0.24 -2.17 -0.03  0.020
H: 0.56 -3.57 1.17  0.000
H: 1.58 -2.37 0.72  0.002
H: -0.98 -2.14 0.67  0.006
H: -0.64 -2.54 -0.88  0.005

---

# 3
Molecular formula: C17H20N4O
Method: DFT, the ωB97M-V functional and the def2-TZVPD basis

**Gap between HOMO and LUMO**: 6.677 eV
**Total charge**: 0
**Relative energy (zero: lowest compared OMol25 entry of this formula, charge and spin)**: 409.75 kcal/mol
**Max |F|**: 13.474 eV/Å
**Total energy**: -25945.21285 eV

Each line ends with the Löwdin charge.
Positions of all 42 atoms, in Å:
C: -1.69 -3.01 -0.06  -0.026
C: -1.35 -1.53 0.02  -0.392
N: -2.25 -0.54 -0.01  0.140
N: -3.65 -0.94 -0.19  0.015
C: -4.63 -0.10 -0.29  -0.338
N: -4.32 1.23 0.16  0.097
C: -5.27 2.14 0.31  -0.195
C: -6.55 2.07 -0.19  -0.115
C: -6.99 0.77 -0.41  0.000
C: -5.96 -0.31 -0.36  -0.011
H: -6.34 -1.09 -0.53  -0.025
H: -8.09 0.61 -0.58  0.117
H: -7.21 2.68 -0.14  -0.013
H: -4.78 3.35 0.38  0.166
H: -4.03 -1.87 -0.47  0.148
C: -0.20 -1.07 0.33  -0.257
C: 1.02 -1.96 -0.06  0.052
C: 2.23 -1.36 0.14  -0.003
C: 2.59 0.08 0.50  -0.266
C: 1.33 0.78 1.02  0.025
C: 0.04 0.24 0.63  -0.037
H: -0.89 0.94 1.13  0.182
H: 1.47 1.83 1.38  0.100
N: 3.69 0.53 1.00  0.010
C: 4.07 2.03 0.26  -0.067
H: 3.27 2.51 0.57  0.058
C: 4.65 1.76 -0.92  -0.410
H: 5.00 3.13 -1.18  0.237
O: 5.70 1.10 -0.96  -0.025
C: 5.52 -0.26 -0.70  -0.202
H: 6.44 -0.65 -0.94  0.120
C: 4.91 -0.37 0.52  -0.172
H: 4.75 -1.34 0.92  0.109
H: 5.67 -0.09 1.33  0.155
H: 4.72 -0.67 -1.49  0.184
H: 3.91 1.84 -1.60  0.102
H: 4.85 2.22 1.04  0.149
H: 3.09 -1.91 0.03  0.051
H: 0.86 -2.74 -0.52  0.006
H: -1.88 -3.15 -1.10  0.063
H: -0.88 -3.65 0.51  0.117
H: -2.83 -3.22 0.54  0.154

---

# 4
Molecular formula: C17H20N4O
Method: DFT, the ωB97M-V functional and the def2-TZVPD basis

**Gap between HOMO and LUMO**: 7.170 eV
**Structure (SMILES)**: C[C@H](CN1C(=O)C2=CC=CNC2=Nc2ccccc21)N(C)C
**Total charge**: 0
**Relative energy (zero: lowest compared OMol25 entry of this formula, charge and spin)**: 60.50 kcal/mol
**Max |F|**: 3.046 eV/Å
**Total energy**: -25960.35807 eV

Each line ends with the Löwdin charge.
Positions of all 42 atoms, in Å:
C: 3.96 -0.21 -0.97  -0.052
C: 2.50 0.06 -0.54  -0.335
C: 1.59 -1.19 -0.59  -0.098
N: 0.23 -1.03 -0.01  0.030
C: -0.90 -1.35 -0.76  -0.380
O: -0.80 -2.16 -1.67  0.063
C: -2.19 -0.71 -0.59  -0.048
C: -3.29 -1.16 -1.33  0.044
C: -4.57 -0.43 -1.33  -0.069
C: -4.59 0.82 -0.79  -0.080
N: -3.46 1.33 -0.15  0.098
C: -2.39 0.51 0.20  -0.248
N: -1.68 0.97 1.21  0.120
C: -0.72 0.26 1.89  -0.226
C: -0.69 0.51 3.28  -0.017
C: 0.11 -0.21 4.16  -0.090
C: 0.89 -1.23 3.66  -0.121
C: 0.91 -1.51 2.33  -0.018
C: 0.13 -0.75 1.38  -0.133
N: 1.96 1.15 -1.43  -0.232
C: 1.17 2.19 -0.71  -0.075
C: 1.56 0.82 -2.81  -0.082
H: 4.57 0.72 -0.94  0.088
H: 3.94 -0.62 -1.95  0.053
H: 4.47 -0.94 -0.30  0.083
H: 2.53 0.38 0.49  0.121
H: 1.53 -1.48 -1.63  0.112
H: 2.08 -2.01 -0.04  0.116
H: -3.21 -2.03 -2.01  0.133
H: -5.46 -0.79 -1.85  0.099
H: -5.53 1.38 -0.84  0.123
H: -3.57 2.15 0.47  0.164
H: -1.38 1.25 3.63  0.099
H: 0.09 -0.03 5.20  0.087
H: 1.47 -1.87 4.34  0.109
H: 1.53 -2.34 2.01  0.111
H: 0.16 1.85 -0.59  0.039
H: 1.55 2.36 0.34  0.096
H: 1.20 3.14 -1.28  0.081
H: 1.53 1.72 -3.44  0.081
H: 0.54 0.38 -2.78  0.079
H: 2.22 0.08 -3.27  0.077